{"formula": "C7H10", "method": "wB97M-V/def2-TZVPD", "charge": 0, "lumo_energy_ev": [0.37, 0.36], "homo_ha": [-0.2597, -0.2600], "elements": ["C", "C", "C", "C", "C", "C", "C", "H", "H", "H", "H", "H", "H", "H", "H", "H", "H"], "coordinates": [[-1.87, 0.46, -0.08], [-1.23, -0.81, -0.54], [0.15, -1.05, -0.50], [1.15, 0.66, -0.96], [1.68, 0.86, 0.34], [1.10, 0.14, 1.39], [0.41, -0.97, 0.95], [-2.09, 1.08, -0.97], [-2.83, 0.29, 0.42], [-1.24, 1.04, 0.58], [-1.87, -1.48, -1.11], [0.51, -1.93, -1.04], [0.19, 1.10, -1.21], [1.86, 0.77, -1.79], [2.65, 1.34, 0.49], [1.34, 0.30, 2.43], [0.11, -1.79, 1.60]], "lowdin_charge": [-0.117, -0.142, -0.228, -0.040, -0.140, -0.122, -0.106, 0.084, 0.075, 0.069, 0.101, 0.122, 0.061, 0.077, 0.098, 0.101, 0.105]}